1.
# C10H18ClHfIN2OP

A structure of composition C10H18ClHfIN2OP in a non-equilibrium geometry (wB97M-V/def2-TZVPD, the Open Molecules 2025 dataset).

Net charge: +3
Spin multiplicity: 1
Molar mass: 554.088 g mol⁻¹
E_LUMO: -13.50 eV
Gap between HOMO and LUMO: 0.148 Eh

XYZ file:
```
35
Properties=species:S:1:pos:R:3:nbo_charge:R:1
C -1.306 -0.462 -3.270 -0.743
I -1.023 -2.475 -2.740 0.179
H -0.227 -0.178 -3.306 0.219
H -1.661 0.067 -2.427 0.174
H -1.954 -0.336 -4.124 0.274
Hf -0.095 0.500 1.177 2.204
P 2.151 -0.357 -1.116 0.735
C 2.712 -1.200 -2.811 -0.799
C 3.182 1.180 -1.234 -0.924
H 3.645 -0.938 0.726 0.236
H 4.295 -1.354 -0.915 0.276
H 2.984 -2.380 -0.154 0.257
C 3.408 -1.372 -0.250 -0.911
H 3.365 1.595 -0.245 0.237
H 4.134 0.967 -1.733 0.282
H 3.744 -0.894 -3.066 0.268
H 2.028 -0.850 -3.600 0.244
H 2.661 1.926 -1.832 0.254
H 2.697 -2.315 -2.748 0.271
C -2.757 -0.400 -0.021 0.469
O -3.726 -1.027 0.055 -0.354
Cl 1.773 1.047 2.390 -0.254
N -1.065 2.613 1.836 -0.835
C -2.056 1.851 2.444 0.361
C -3.295 2.326 2.691 -0.235
C -4.255 1.319 2.876 0.017
C -3.921 -0.026 2.787 -0.231
C -2.701 -0.396 2.330 0.066
N -1.693 0.521 2.482 -0.736
H -0.118 2.366 2.170 0.361
H -1.243 3.577 2.158 0.492
H -3.382 3.414 2.711 0.289
H -5.255 1.638 3.101 0.290
H -4.572 -0.853 3.133 0.309
H -2.424 -1.409 2.109 0.256
```

***

2.
# C5H8N2

The molecule C5H8N2 (wB97M-V/def2-TZVPD, the Open Molecules 2025 dataset).

Net charge: 0
Relative energy (zero: lowest compared OMol25 entry of this formula, charge and spin): 21.21 kcal per mole
SMILES: Cc1cnn(C)c1
Spin multiplicity: 1
Molar mass: 96.133 g mol⁻¹
E_LUMO: 1.00 eV
Gap between HOMO and LUMO: 0.367 Eh

XYZ file:
```
15
Properties=species:S:1:pos:R:3:nbo_charge:R:1
C -2.412 -0.290 -0.336 -0.400
N -1.247 -0.005 0.471 -0.185
C -0.133 -0.767 0.261 -0.045
C 0.940 0.075 0.231 -0.134
C 2.345 -0.262 -0.133 -0.626
C 0.374 1.358 0.451 -0.041
N -0.936 1.309 0.564 -0.260
H -2.141 -0.052 -1.369 0.193
H -3.252 0.335 -0.035 0.222
H -2.642 -1.354 -0.271 0.202
H -0.224 -1.843 0.149 0.214
H 2.988 0.623 -0.066 0.219
H 2.414 -0.669 -1.151 0.219
H 2.745 -1.020 0.538 0.219
H 0.912 2.296 0.532 0.205
```